# 1
A molecular structure, C34H32BiClF6N3O2Te. Source: the OMol25 dataset; level of theory: ωB97M-V/def2-TZVPD.

Each line ends with the Löwdin charge.
Atoms and positions in Å:
Bi -0.08657 0.22357 -0.52994  1.94
Cl 4.72949 2.64135 -5.56964  0.60
C 3.96729 1.97720 -4.13024  -0.65
C 4.08652 2.68421 -2.95749  -0.12
C 3.65663 2.31687 -1.67392  -0.03
C 2.64281 1.40564 -1.39244  -0.53
O 2.18203 1.07737 -0.27925  -0.16
C 2.71942 0.10659 -3.24274  -0.25
C 2.67030 -1.29685 -2.95968  -0.07
N 2.06911 -1.77510 -1.93784  0.10
C 2.07257 -3.15216 -1.73306  -0.21
C 1.97136 -4.08662 -2.73823  -0.02
C 2.02640 -5.46733 -2.46479  -0.08
C 2.19465 -5.91842 -1.18890  -0.06
C 2.27045 -4.99254 -0.12034  -0.16
C 2.44354 -5.40444 1.22159  -0.03
C 2.48848 -4.46675 2.20714  -0.07
C 2.30508 -3.11127 1.85398  -0.15
N 2.13676 -2.68911 0.63011  0.13
C 2.16467 -3.60721 -0.37552  -0.16
C 3.52930 0.64232 -4.19614  -0.05
H 4.66510 3.59958 -3.02381  0.10
H 4.05231 2.85756 -0.82457  0.11
H 3.23498 -1.93337 -3.64942  0.13
H 1.83220 -3.74882 -3.75704  0.11
H 1.93947 -6.17109 -3.28324  0.10
H 2.25883 -6.97807 -0.97181  0.11
H 2.53559 -6.46160 1.44298  0.11
H 2.62810 -4.73310 3.24639  0.10
H 2.27215 -2.36189 2.63906  0.11
H 3.93795 -0.00908 -4.96048  0.12
F 0.03903 0.69924 -5.40354  -0.53
Te -1.08655 1.13509 -3.89167  1.84
F -1.68845 2.68476 -4.87231  -0.53
F -2.62965 1.33041 -2.64589  -0.55
F -2.38496 0.22572 -4.88131  -0.44
F -0.74932 -0.73643 -3.18383  -0.62
O 1.91537 0.94663 -2.48871  -0.11
C -4.07694 2.19274 4.61481  -0.06
C -2.78545 1.82030 3.93200  -0.28
C -1.58031 2.36560 4.35439  -0.03
C -0.40436 2.02530 3.69185  -0.27
C 0.91457 2.64946 4.06211  -0.05
C -0.45866 1.11568 2.65295  -0.04
C -1.65602 0.54029 2.18405  -0.32
C -2.82051 0.93611 2.85993  -0.01
N -1.58080 -0.25920 1.05924  -0.17
C -2.47098 -1.40203 0.70597  -0.64
C -3.46203 -1.85192 1.78638  -0.06
C -3.26422 -1.06741 -0.56315  -0.06
C -1.58671 -2.62869 0.42194  -0.08
H -3.94328 3.05484 5.26836  0.07
H -4.45154 1.36616 5.22325  0.08
H -4.85087 2.43731 3.88511  0.08
H -1.55751 3.07010 5.17851  0.11
H 0.82377 3.26261 4.95898  0.07
H 1.27531 3.28501 3.24982  0.08
H 1.67842 1.89102 4.24338  0.08
H 0.47762 0.87760 2.14957  0.09
H -3.79618 0.62438 2.51407  0.10
H -4.32273 -1.18911 1.87012  0.07
H -2.99032 -1.95894 2.76454  0.09
H -3.84683 -2.82666 1.48518  0.08
H -3.78267 -0.11344 -0.45818  0.08
H -4.00522 -1.84500 -0.76758  0.09
H -2.62899 -0.99960 -1.45083  0.05
H -0.99848 -2.88373 1.30364  0.08
H -0.90561 -2.46949 -0.41576  0.03
H -2.20664 -3.48605 0.15217  0.08
F -1.80195 6.33838 0.18030  0.04
C -1.39886 5.05362 0.03901  -0.28
C -2.35338 4.05820 -0.00310  0.00
C -1.92682 2.74759 -0.14155  -0.14
C -0.57127 2.42683 -0.23035  -0.34
C 0.35544 3.46476 -0.20049  -0.10
C -0.05107 4.78751 -0.06078  -0.01
H -3.40311 4.31089 0.06293  0.12
H -2.67466 1.96604 -0.18247  0.08
H 1.41419 3.26021 -0.25949  0.08
H 0.66318 5.59988 -0.03428  0.11

Results
HOMO-LUMO gap ... 6.62 eV
Charge ... -1
E ... -86306.26733 eV
Energy above the lowest of the compared OMol25 structures with the same formula, charge and spin ... 1.536 eV
2S+1 ... 1



# 2
A molecular structure, C14H13N3O6Ti. Source: the OMol25 dataset; level of theory: ωB97M-V/def2-TZVPD.

Each line ends with the Löwdin charge.
Atoms and positions in Å:
C -0.85024 0.97893 -1.93342  -0.17
C 0.54593 0.80074 -2.21089  -0.16
C 1.29557 1.59686 -1.28131  -0.15
C 0.35977 2.27546 -0.42148  -0.17
C -0.97093 1.90193 -0.83548  -0.17
Ti 0.00910 -0.06048 0.12583  0.89
N -1.55652 -0.73464 0.42436  -0.09
C -0.06648 -2.38967 -0.10356  -0.14
C 0.96990 -1.87917 -0.91027  -0.15
H 2.38840 1.70706 -1.25492  0.11
H 0.96741 0.19364 -3.02322  0.11
H 0.61155 3.03362 0.33266  0.12
H -1.90732 2.32568 -0.44667  0.12
H -1.68239 0.56629 -2.51998  0.12
H 0.89505 -1.92485 -2.00556  0.07
H -0.93470 -2.89019 -0.55448  0.08
H -2.38578 -1.06341 0.93234  0.03
H 1.99325 -1.76435 -0.50920  0.08
H 0.15892 -2.73342 0.92350  0.07
O 0.73930 -1.44146 2.70211  0.05
C 0.55443 -0.24611 2.87898  -0.54
O 0.45935 0.68153 1.94174  -0.15
C 0.39535 0.24399 4.31903  -0.08
C -0.12223 1.50293 4.65454  0.10
C -0.26664 1.88674 6.02019  -0.12
C 0.12184 1.00873 7.05348  0.11
C 0.65274 -0.25349 6.71886  -0.12
C 0.78356 -0.63171 5.35154  0.10
N 1.05586 -1.15528 7.75296  -0.31
O 0.91835 -0.78941 8.95184  0.06
O 1.52426 -2.27145 7.41962  0.07
N -0.85239 3.14980 6.34645  -0.31
O -1.19680 3.90930 5.40776  0.06
O -0.97759 3.44720 7.56475  0.06
H -0.42958 2.19514 3.87267  0.13
H 0.00654 1.29995 8.09898  0.13
H 1.17876 -1.61784 5.11929  0.13

Results
HOMO-LUMO gap ... 7.45 eV
Charge ... 0
E ... -54593.47764 eV
2S+1 ... 1



# 3
A molecular structure, C5H9NO. Source: the OMol25 dataset; level of theory: ωB97M-V/def2-TZVPD.

Each line ends with the Löwdin charge.
Atoms and positions in Å:
C 1.32524 0.03586 -1.96242  -0.11
N 0.87005 0.27032 -0.60043  -0.14
C 1.23985 -0.72114 0.37005  -0.12
C -0.17382 -0.63513 -0.13228  -0.25
C -1.22461 -0.15067 0.71849  -0.38
O -1.98533 -1.14330 0.95364  0.04
C -1.51903 1.20232 1.23859  0.01
H 2.35093 0.40249 -2.08958  0.08
H 0.67943 0.58914 -2.64859  0.08
H 1.28987 -1.02988 -2.22711  0.08
H 1.80155 -1.59053 0.02804  0.10
H 1.52933 -0.35184 1.35216  0.11
H -1.23071 -1.71095 0.15844  0.21
H -2.41679 1.59069 0.74657  0.10
H -1.73668 1.13475 2.30835  0.10
H -0.67790 1.87040 1.04419  0.09

Results
HOMO-LUMO gap ... 9.12 eV
Charge ... 0
E ... -8864.27777 eV
Energy above the lowest of the compared OMol25 structures with the same formula, charge and spin ... 4.935 eV
2S+1 ... 1



# 4
A molecular structure, C24H70Cu2N2O14P. Source: the OMol25 dataset; level of theory: ωB97M-V/def2-TZVPD.

Each line ends with the Löwdin charge.
Atoms and positions in Å:
Cu -29.71955 -21.27268 33.38288  0.48
Cu -29.38618 -22.08659 29.11226  0.37
P -31.16818 -21.18412 31.12658  0.14
O -31.77673 -21.76382 29.80319  -0.36
O -31.90564 -19.91317 31.63418  -0.33
O -29.58776 -21.01173 31.08664  -0.39
O -31.46152 -22.24545 32.20486  -0.35
C -32.22389 -20.53541 25.65011  -0.05
C -30.99402 -19.94845 26.49346  -0.28
O -30.57007 -20.95133 27.35388  -0.14
H -31.92926 -21.54133 25.35109  0.06
H -32.50032 -20.01478 24.73325  0.06
H -33.11107 -20.66651 26.26965  0.07
H -31.32288 -19.17957 27.19259  0.08
H -30.21296 -19.45505 25.91501  0.10
H -31.26172 -21.17239 27.98186  0.04
C -33.46621 -18.45792 28.72349  -0.09
C -33.07677 -17.29709 29.66807  -0.30
O -33.20226 -17.72989 31.02375  -0.10
H -32.84402 -19.32508 28.94488  0.05
H -33.20261 -18.30683 27.67669  0.05
H -34.51119 -18.72483 28.88121  0.08
H -33.82335 -16.54557 29.41130  0.10
H -32.06581 -16.95096 29.45301  0.08
H -32.61199 -18.42604 31.32132  0.00
C -34.97339 -24.33003 28.80729  -0.10
C -34.90511 -23.60355 30.15049  -0.32
O -34.43679 -22.33387 29.83320  -0.09
H -35.38742 -25.32414 28.97591  0.06
H -33.98801 -24.53843 28.39051  0.05
H -35.52848 -23.82185 28.01879  0.07
H -34.22507 -24.06810 30.86452  0.10
H -35.93304 -23.49490 30.49639  0.11
H -33.47767 -22.31548 29.79637  0.01
C -28.81364 -16.38163 30.17595  -0.08
C -29.09722 -17.84138 29.94552  -0.35
O -28.58482 -18.67632 30.93783  -0.07
H -27.74754 -16.31332 30.39242  0.07
H -29.37063 -16.00722 31.03484  0.07
H -29.00896 -15.70055 29.34765  0.07
H -28.85354 -18.04984 28.90376  0.09
H -30.18596 -17.89263 29.93491  0.10
H -29.04305 -19.51870 30.89284  -0.02
C -30.27437 -25.43210 35.84389  -0.06
C -30.49623 -24.85024 34.37986  -0.31
O -30.90340 -23.53152 34.40082  -0.12
H -30.77548 -24.79717 36.57454  0.06
H -29.25463 -25.38011 36.22537  0.05
H -30.61814 -26.46595 35.87658  0.06
H -31.32487 -25.25333 33.79763  0.11
H -29.58951 -24.78343 33.77862  0.11
H -30.96310 -23.22129 33.49429  -0.01
C -29.83056 -17.95641 35.67235  -0.04
C -29.71099 -18.39465 34.14194  -0.28
O -30.75516 -19.26673 33.82473  -0.11
H -30.87603 -17.82394 35.95084  0.07
H -29.33434 -16.98804 35.73642  0.05
H -29.29190 -18.65674 36.31069  0.06
H -28.90700 -18.96881 33.68146  0.09
H -29.79319 -17.59204 33.40904  0.11
H -30.95189 -19.24208 32.88542  0.01
C -25.18316 -21.70804 31.31508  -0.07
C -26.01373 -20.53648 31.78234  -0.37
O -27.14616 -20.86185 32.43368  -0.06
H -25.81114 -22.49329 30.89423  0.06
H -24.47976 -22.11640 32.04073  0.07
H -24.47700 -21.39841 30.54465  0.06
H -26.25580 -19.75710 31.05979  0.10
H -25.38882 -20.02551 32.51479  0.11
H -27.88195 -20.88604 31.81754  0.02
C -31.07685 -26.61738 30.01163  -0.09
C -31.61271 -25.29819 30.33087  -0.31
O -30.55367 -24.43151 30.78195  -0.12
H -30.57974 -26.95890 30.91957  0.09
H -30.45028 -26.54973 29.12229  0.05
H -31.80276 -27.42691 29.93542  0.08
H -32.28938 -25.39609 31.17976  0.12
H -31.92940 -24.83146 29.39815  0.10
H -30.87104 -23.76985 31.40089  0.01
C -26.85895 -20.55181 25.99720  -0.04
C -26.68886 -20.07254 27.44877  -0.41
C -26.31286 -18.61096 27.54897  -0.24
O -25.14180 -18.34769 26.87374  -0.18
C -23.87224 -18.40911 27.63094  -0.04
N -27.86684 -20.47269 28.16659  0.07
H -27.24125 -21.57157 25.95218  0.06
H -26.01128 -20.59181 25.31313  0.07
H -27.61835 -20.06015 25.38918  0.07
H -25.93478 -20.71075 27.90937  0.14
H -26.22469 -18.23016 28.56648  0.12
H -27.12916 -18.01310 27.14361  0.13
H -23.27523 -17.54410 27.34209  0.08
H -23.37432 -19.34200 27.36659  0.08
H -24.03694 -18.33553 28.70591  0.08
H -28.64993 -20.18152 27.59905  0.05
H -27.98517 -19.93054 29.01049  0.05
C -27.59858 -25.13132 26.72195  -0.05
C -28.37578 -25.39203 27.99020  -0.43
C -27.57097 -25.48517 29.28987  -0.15
O -26.70558 -26.63571 29.32585  -0.20
C -25.60453 -26.44472 30.15330  -0.13
N -29.31676 -24.26656 28.08120  0.07
H -26.68265 -25.71689 26.80124  0.08
H -27.17084 -24.13357 26.62385  0.08
H -28.31291 -25.48780 25.97981  0.09
H -28.94463 -26.29988 27.78939  0.12
H -28.28819 -25.76573 30.06122  0.12
H -27.03036 -24.55759 29.47809  0.12
H -25.08589 -25.60964 29.68239  0.08
H -24.92149 -27.29008 30.23639  0.09
H -25.98416 -26.07133 31.10439  0.09
H -29.72522 -24.45231 27.17635  0.09
H -30.02705 -24.52940 28.74942  0.03

Results
HOMO-LUMO gap ... 7.72 eV
Charge ... -1
E ... -156237.23141 eV
2S+1 ... 1



# 5
A molecular structure, C41H65CsN5O4PSe. Source: the OMol25 dataset; level of theory: ωB97M-V/def2-TZVPD.

Each line ends with the Löwdin charge.
Atoms and positions in Å:
Cs 0.20698 -1.60107 -2.42012  1.19
C 1.29025 2.40239 5.23902  -0.06
C 1.34041 3.14183 3.89082  -0.56
C 2.56587 4.06832 3.87759  -0.06
C 0.08891 4.01417 3.78491  -0.07
C 1.42940 2.12766 2.75171  -0.20
C 0.43594 1.96044 1.78511  -0.09
C 0.55058 0.99415 0.80286  -0.40
Se -0.91659 0.67252 -0.40728  1.00
C -1.94279 -0.44180 0.78914  -0.41
C -2.53397 0.09610 1.91503  -0.08
C -3.22260 -0.71230 2.81649  -0.20
C -3.28879 -2.07093 2.49929  -0.02
C -2.73027 -2.65861 1.37084  -0.09
C -2.00930 -1.83074 0.43299  -0.46
O -1.48002 -2.22565 -0.65441  -0.45
C -2.92518 -4.17854 1.20602  -0.53
C -2.30472 -4.77365 -0.06467  -0.06
C -2.29216 -4.90452 2.40570  -0.06
C -4.42962 -4.50122 1.16800  -0.06
C -3.86829 -0.18381 4.09652  -0.56
C -3.67721 1.32725 4.23863  -0.08
C -5.37707 -0.47380 4.09395  -0.06
C -3.23417 -0.85674 5.32467  -0.06
C 1.68797 0.12444 0.66799  -0.45
O 1.76802 -0.67916 -0.31452  -0.31
C 2.69306 0.28794 1.69013  -0.09
C 2.52113 1.26512 2.66374  -0.02
C 3.96367 -0.58154 1.78647  -0.53
C 5.21361 0.30384 1.65283  -0.05
C 4.00100 -1.28531 3.15719  -0.06
C 4.07127 -1.68544 0.72471  -0.06
H 1.16246 3.10736 6.06984  0.07
H 2.20899 1.83509 5.40867  0.07
H 0.45592 1.69666 5.24784  0.08
H 2.49978 4.81414 4.67921  0.07
H 2.63439 4.58988 2.91966  0.08
H 3.48869 3.50068 4.01620  0.07
H 0.07076 4.73400 4.60894  0.07
H -0.81998 3.41031 3.84307  0.07
H 0.06962 4.56900 2.84350  0.09
H -0.45179 2.58145 1.78114  0.08
H -2.43427 1.16110 2.08378  0.08
H -3.81750 -2.72375 3.19134  0.09
H -1.22867 -4.61226 -0.10183  0.09
H -2.71713 -4.32526 -0.96703  0.08
H -2.50448 -5.85178 -0.07615  0.07
H -1.22785 -4.66582 2.46355  0.09
H -2.39907 -5.98991 2.29345  0.07
H -2.75642 -4.61182 3.35151  0.07
H -4.90742 -3.95131 0.35269  0.08
H -4.93215 -4.22750 2.09990  0.07
H -4.58520 -5.57313 0.99897  0.07
H -4.11412 1.86369 3.39205  0.09
H -2.61605 1.58543 4.29435  0.07
H -4.16206 1.67829 5.15490  0.08
H -5.85167 0.01195 3.23706  0.08
H -5.84691 -0.10219 5.01281  0.07
H -5.57253 -1.54614 4.01900  0.07
H -2.16343 -0.64149 5.35798  0.09
H -3.35370 -1.94189 5.28390  0.07
H -3.69523 -0.49358 6.25111  0.07
H 3.30160 1.36527 3.41579  0.09
H 5.21945 1.11367 2.38634  0.07
H 5.25236 0.75244 0.65602  0.07
H 6.11965 -0.29695 1.79493  0.08
H 4.01225 -0.57311 3.98555  0.07
H 4.89503 -1.91509 3.23574  0.07
H 3.11888 -1.92018 3.27166  0.09
H 4.12352 -1.27686 -0.28296  0.07
H 3.21019 -2.35035 0.75020  0.09
H 4.98186 -2.26612 0.92209  0.08
O -2.53986 2.65886 -3.43053  -0.08
C -3.44297 1.94744 -4.24939  -0.21
C -4.30737 1.00197 -3.44834  -0.26
C -5.63381 0.73652 -3.75887  -0.04
C -6.32373 -0.17876 -2.97918  -0.09
C -5.66904 -0.79041 -1.92516  -0.06
C -4.33945 -0.46207 -1.68890  -0.08
N -3.67698 0.41940 -2.43564  0.13
H -2.25670 2.05178 -2.72549  0.03
H -2.90929 1.35382 -5.00220  0.12
H -4.05849 2.67803 -4.77653  0.11
H -6.11608 1.23976 -4.58906  0.10
H -7.36194 -0.40502 -3.19269  0.10
H -6.16698 -1.51537 -1.29514  0.10
H -3.78182 -0.92242 -0.88058  0.09
N 0.14818 -3.94755 -5.69330  -0.23
C 0.48710 -3.74913 -4.59249  -0.56
C 3.56215 2.66008 -5.82101  -0.14
N 2.72626 1.50072 -5.60690  -0.30
C 1.62195 1.37608 -6.54284  -0.11
P 2.74314 0.56128 -4.21110  0.52
O 1.47805 -0.19007 -4.12635  -0.56
N 3.13214 1.68499 -3.04033  -0.28
C 3.84638 1.30508 -1.81597  -0.10
C 2.02760 2.61625 -2.76103  -0.08
N 4.05071 -0.45798 -4.22545  -0.31
C 3.84001 -1.86006 -4.59449  -0.08
C 5.38116 0.03912 -4.49182  -0.13
H 4.12861 2.57368 -6.75633  0.07
H 4.25929 2.78662 -4.99698  0.06
H 2.95339 3.57354 -5.88537  0.08
H 1.99329 1.25265 -7.56637  0.08
H 0.98361 2.27013 -6.51927  0.08
H 1.01600 0.51141 -6.28461  0.08
H 4.48037 0.44113 -1.99662  0.07
H 3.15584 1.04381 -1.01366  0.06
H 4.47237 2.14588 -1.49482  0.08
H 1.49624 2.86584 -3.68091  0.08
H 2.42751 3.53708 -2.32969  0.08
H 1.31162 2.18639 -2.05459  0.07
H 2.78849 -2.13605 -4.51668  0.03
H 4.41277 -2.50911 -3.92600  0.08
H 4.16822 -2.04714 -5.62506  0.08
H 5.50167 1.05354 -4.11206  0.06
H 5.61155 0.04070 -5.56755  0.08
H 6.11575 -0.59765 -3.99072  0.08

Results
HOMO-LUMO gap ... 5.33 eV
Charge ... -2
E ... -134398.85479 eV
Energy above the lowest of the compared OMol25 structures with the same formula, charge and spin ... 1.074 eV
2S+1 ... 1



# 6
A molecular structure, C5H7OP. Source: the OMol25 dataset; level of theory: ωB97M-V/def2-TZVPD.

Each line ends with the Löwdin charge.
Atoms and positions in Å:
C -1.02046 -0.54164 0.97745  -0.58
C 0.12120 0.04172 1.62522  -0.11
C -1.21868 -0.42370 -0.51140  -0.16
C 0.15725 -0.80846 -1.00515  -0.33
C 1.21746 1.46730 0.34549  -0.28
O -1.22071 -1.55042 1.60237  0.09
P 1.32780 -0.41990 0.40087  0.93
H -1.89199 -1.13546 -0.91257  0.11
H -1.71237 0.41848 -0.68439  0.07
H 0.24523 -1.90384 -0.94654  0.08
H 0.52645 -0.51032 -1.93678  0.06
H 1.63098 1.79849 1.29717  0.04
H 0.14673 1.69214 0.28098  0.04
H 1.69110 1.87561 -0.53269  0.05

Results
HOMO-LUMO gap ... 9.50 eV
Charge ... 0
E ... -16629.74217 eV
Energy above the lowest of the compared OMol25 structures with the same formula, charge and spin ... 4.210 eV
2S+1 ... 1